Entry 1:
Molecular formula: C3H6NO4P
Method: DFT, ωB97M-V with the def2-TZVPD basis set

Geometry as ORCA input:
```
! wB97M-V def2-TZVPD RIJCOSX def2/J DEFGRID3
* xyz 0 1
O -1.9133 1.8770 0.3223
C -1.0384 1.1649 -0.1089
O 0.2642 1.6310 -0.1861
C 1.3384 0.7713 -0.3949
C 1.4814 -0.2643 0.6720
N 0.2463 -0.9490 1.0197
P -0.9618 -0.6568 0.0372
O -2.3257 -1.1140 0.6671
O -1.0049 -1.3740 -1.4418
H 2.1672 1.4762 -0.6285
H 1.2947 0.1012 -1.3920
H 2.1578 -1.0695 0.3924
H 1.9161 0.3422 1.4628
H -2.2468 -1.1433 1.6934
H -1.3753 -0.7928 -2.1148
*
```

Its structure (SMILES) is O=C1OCCN=P1(O)O. For the molar mass, the calculation gives 151.1 u. The gap between HOMO and LUMO is 9.47 eV.

---

Entry 2:
Molecular formula: C17H45F6NO12S2V
Method: DFT, ωB97M-V with the def2-TZVPD basis set

Geometry as ORCA input:
```
! wB97M-V def2-TZVPD RIJCOSX def2/J DEFGRID3
* xyz 0 4
V -2.9400 -2.8519 -0.5344
C -0.6304 -0.6826 -0.3329
O -1.6511 -1.2985 0.4039
H 0.3227 -1.2065 -0.2612
H -0.8384 -0.6942 -1.4028
H -0.3796 0.3340 -0.0298
C 1.4960 6.4142 3.6041
F 1.4236 5.9468 2.3574
F 2.2884 7.4467 3.6851
F 0.2921 6.7198 4.0938
S 2.2878 5.0445 4.7868
O 3.7404 5.2313 4.8541
O 1.6589 5.2873 6.0904
N 1.6497 3.5813 4.1281
S 2.8396 3.0563 3.3123
O 3.2892 3.9121 2.2471
O 3.9220 2.5139 4.1359
C 2.0657 1.5487 2.3864
F 1.3902 1.9941 1.3518
F 3.0304 0.7105 2.0606
F 1.2576 0.8723 3.2186
C -1.2652 -2.8922 5.0641
C -0.5861 -2.6996 3.7209
O -0.6991 -1.2933 3.3792
H -2.3359 -2.7002 4.9936
H -0.8617 -2.2254 5.8261
H -1.1367 -3.9006 5.4573
H -1.0416 -3.3676 2.9899
H 0.4614 -2.9934 3.7871
H -0.8166 -1.2131 2.4298
C -1.1782 -1.5427 -5.8277
C -1.3721 -0.5279 -4.6815
O -2.7059 -0.5528 -4.2881
H -1.4557 -2.5823 -5.6534
H -0.1105 -1.4551 -6.0287
H -1.7955 -1.1923 -6.6549
H -1.0881 0.4754 -4.9987
H -0.7451 -0.7711 -3.8237
H -2.8490 -1.3897 -3.8401
C 2.7597 1.3223 -1.7856
C 1.9365 1.0903 -3.0447
O 2.0640 2.1960 -3.9418
H 2.6969 0.4484 -1.1371
H 2.4005 2.1317 -1.1501
H 3.8034 1.5353 -2.0167
H 0.8863 1.0466 -2.7563
H 2.1151 0.1276 -3.5237
H 1.7969 1.8317 -4.7889
C 2.5332 -2.8242 1.4815
C 1.7735 -3.8323 0.6230
O 2.7995 -4.7330 0.2380
H 3.3415 -2.3569 0.9189
H 2.9300 -3.3544 2.3472
H 1.8347 -2.0302 1.7458
H 1.3770 -3.3589 -0.2753
H 0.8670 -4.2418 1.0686
H 3.4886 -4.2452 -0.2188
C -2.1370 3.4898 -2.0722
C -2.2996 2.0934 -2.4953
O -3.3732 2.0470 -3.4075
H -2.1351 4.1767 -2.9185
H -1.1925 3.4495 -1.5295
H -2.9588 3.7244 -1.3956
H -2.4916 1.4526 -1.6347
H -1.3956 1.6930 -2.9541
H -3.1665 1.2861 -3.9550
C 2.1030 -4.1764 -3.1832
C 0.7786 -3.3809 -3.2565
O -0.3443 -4.2382 -3.4885
H 2.9714 -3.5218 -3.1102
H 2.3467 -4.6512 -4.1336
H 2.0167 -4.8858 -2.3601
H 0.8516 -2.6155 -4.0290
H 0.6161 -2.8469 -2.3203
H -1.1757 -3.7963 -3.3011
C -4.5901 1.5817 3.4178
C -3.7707 0.4685 2.6557
O -2.6222 1.0895 2.1286
H -5.5967 1.2533 3.6765
H -4.7773 2.4904 2.8456
H -4.0328 1.8385 4.3187
H -4.2873 0.0590 1.7877
H -3.4852 -0.3243 3.3472
H -2.1892 0.4345 1.5764
*
```

The expectation value of S² is 4.07. For the molar mass, the calculation gives 684.6 u. The gap between HOMO and LUMO (spin up / spin down) is 1.81 / 1.92 eV.

---

Entry 3:
Molecular formula: C3H3IO2
Method: DFT, ωB97M-V with the def2-TZVPD basis set

Geometry as ORCA input:
```
! wB97M-V def2-TZVPD RIJCOSX def2/J DEFGRID3
* xyz 0 1
C -1.6332 1.5524 0.0534
C -0.6462 0.9120 -0.1138
C 0.4267 0.1893 -0.6564
O 0.3710 -1.7486 1.0427
O -0.0025 -1.5221 -0.3837
I 2.3542 0.3210 0.2228
H -2.5843 2.0890 0.4169
H 0.4347 0.3883 -1.6670
H 1.2795 -2.1813 1.0852
*
```

For the molar mass, the calculation gives 198.0 u. The gap between HOMO and LUMO is 9.89 eV.

---

Entry 4:
Molecular formula: C3H5N3O
Method: DFT, ωB97M-V with the def2-TZVPD basis set

Geometry as ORCA input:
```
! wB97M-V def2-TZVPD RIJCOSX def2/J DEFGRID3
* xyz 0 1
C -0.0938 -0.9193 -0.0685
C -0.3529 -2.3895 -0.0301
C -0.4412 1.3538 0.5818
N -2.2044 0.0197 0.3097
N 0.7057 -3.1023 -0.0582
N -0.9610 0.0259 0.2320
O -1.4945 -2.8747 0.0843
H 0.9164 -0.6706 -0.0670
H 0.2065 1.4293 1.3960
H -1.2881 1.9852 0.7711
H 0.2923 1.9139 -0.1425
H 0.7158 -4.0448 0.3928
*
```

For the molar mass, the calculation gives 99.1 u. The gap between HOMO and LUMO (spin up / spin down) is 7.93 / 6.53 eV.

---

Entry 5:
Molecular formula: C13H24F6IInO3P2
Method: DFT, ωB97M-V with the def2-TZVPD basis set

Geometry as ORCA input:
```
! wB97M-V def2-TZVPD RIJCOSX def2/J DEFGRID3
* xyz 2 1
C -0.0015 -0.1428 -6.9496
C 0.0062 0.6625 -5.6813
H 0.0021 0.5533 -7.8046
H -0.9003 -0.7757 -6.9799
H 0.8889 -0.7874 -6.9824
O 0.0147 1.8659 -5.5738
I 0.0040 -0.4842 -3.7983
In -0.0570 -0.1164 0.3205
P 2.4721 -0.2350 -0.3435
C 3.3609 1.0554 0.5894
C 3.1763 -1.7884 0.3159
H 4.2645 -1.7707 0.1738
H 4.2280 -0.2984 -1.9914
H 2.7644 -2.6452 -0.2341
H 2.6354 -0.7325 -2.7180
H 3.0868 1.0164 1.6514
H 2.9482 -1.8934 1.3847
C 3.1566 -0.0626 -2.0188
H 4.4418 0.9111 0.4829
H 3.0206 0.9788 -2.3310
H 3.0886 2.0319 0.1732
P -2.5338 -0.1836 -0.3490
C -3.4365 1.1560 0.5068
C -3.1425 -0.0432 -2.0569
H -3.0643 -2.5622 -0.3320
H -4.4218 -1.5518 0.2603
H -3.0364 -1.8989 1.3376
C -3.3340 -1.7021 0.2990
H -2.6064 -0.7355 -2.7202
H -4.2173 -0.2695 -2.0739
H -4.5101 0.9368 0.4744
H -3.2479 2.1056 -0.0059
H -2.9834 0.9836 -2.4030
H -3.1188 1.2389 1.5528
C 0.0133 2.4888 0.9760
O 0.0462 3.4161 1.6552
C -1.2277 -1.9528 3.8014
C 0.0439 -1.3265 3.2760
O 0.2488 -1.5123 1.9226
C 0.0251 0.1930 3.7065
F -0.1183 0.3883 5.0518
F 1.1359 0.8826 3.3124
F -1.0450 0.8437 3.1180
C 1.2811 -2.0294 3.9882
F 1.2408 -2.0003 5.3584
F 1.3566 -3.3392 3.6235
F 2.4510 -1.4405 3.6078
H -2.1098 -1.4037 3.4553
H -1.1719 -1.9486 4.9001
H -1.3059 -2.9709 3.4196
*
```

For the molar mass, the calculation gives 646.0 u. The gap between HOMO and LUMO is 7.71 eV.

---

Entry 6:
Molecular formula: C37H37N4O7S5Ti
Method: DFT, ωB97M-V with the def2-TZVPD basis set

Geometry as ORCA input:
```
! wB97M-V def2-TZVPD RIJCOSX def2/J DEFGRID3
* xyz 1 1
Ti -0.4720 -0.9992 0.8131
S -1.7601 0.0321 2.9022
C -2.1920 1.6763 2.5224
C -3.0008 2.4569 3.3558
C -3.2938 3.7686 3.0181
C -2.7850 4.3237 1.8453
C -1.9852 3.5591 1.0144
C -1.6914 2.2366 1.3519
S -0.6461 1.2975 0.3066
H -3.3939 2.0239 4.2688
H -3.9207 4.3633 3.6723
H -3.0128 5.3495 1.5821
H -1.5828 3.9771 0.0968
C -3.2717 -3.9639 4.4313
O -2.2256 -3.6193 3.5078
C -2.4436 -2.8040 2.4915
O -1.4387 -2.5287 1.8222
N -3.7040 -2.4289 2.2589
N -3.9765 -1.3652 1.3960
H -2.7993 -4.5736 5.1900
H -4.0507 -4.5408 3.9329
H -3.6784 -3.0663 4.8981
H -4.3573 -2.5941 3.0051
H -4.0231 -0.5049 1.9265
H -4.8424 -1.5504 0.9114
S -2.2785 -3.7842 -2.3500
C -1.6170 -3.1251 -0.9386
N -1.7273 -1.8328 -0.7726
C -2.4401 -1.2712 -1.8591
C -2.8267 0.0590 -2.0251
C -3.5106 0.4160 -3.1672
C -3.8299 -0.5261 -4.1531
C -3.4880 -1.8503 -3.9883
C -2.8029 -2.2078 -2.8270
H -1.1106 -3.7659 -0.2352
H -2.5792 0.7927 -1.2754
H -3.8029 1.4499 -3.3058
H -4.3581 -0.2145 -5.0458
H -3.7431 -2.5940 -4.7339
C -0.4421 4.0226 -5.1268
C -0.0615 2.5943 -4.8359
C 0.2466 1.7138 -5.8710
C 0.5950 0.3979 -5.6153
C 0.6267 -0.0377 -4.2971
C 0.3148 0.8163 -3.2397
C -0.0192 2.1295 -3.5214
S 1.0426 -1.6993 -3.9667
O 0.9000 -2.4861 -5.1554
O 0.3767 -2.0634 -2.7397
N 2.6470 -1.6179 -3.6785
C 3.0954 -1.2206 -2.3578
C 2.7096 -2.1636 -1.2309
C 1.4600 -1.8461 -0.5057
O 0.8722 -2.6908 0.2129
O 1.0191 -0.6384 -0.4662
H -0.4579 4.2219 -6.1972
H 0.2653 4.7131 -4.6638
H -1.4301 4.2512 -4.7238
H 0.2093 2.0643 -6.8966
H 0.8260 -0.2888 -6.4197
H 0.3310 0.4517 -2.2149
H -0.2613 2.8004 -2.7026
H 3.0988 -2.4340 -4.0810
H 2.7457 -0.2093 -2.1419
H 4.1783 -1.1758 -2.4249
H 3.4840 -2.1136 -0.4554
H 2.6660 -3.2025 -1.5528
O 0.9091 -0.8912 2.1490
S 1.3584 0.2744 3.0749
C 2.7023 -0.4916 3.9649
C 3.1227 -1.7786 3.6654
C 4.1825 -2.3102 4.3916
C 4.7894 -1.5671 5.3942
C 4.3373 -0.2873 5.6904
C 3.2816 0.2571 4.9794
C 2.3193 1.3758 2.0652
C 2.0241 2.7239 2.1745
C 2.7411 3.6297 1.4039
C 3.7190 3.1720 0.5338
C 4.0039 1.8109 0.4393
C 3.3086 0.9022 1.2148
H 2.6240 -2.3535 2.8970
H 4.5285 -3.3126 4.1738
H 5.6142 -1.9886 5.9547
H 4.8019 0.2847 6.4822
H 2.9215 1.2555 5.2059
H 1.2275 3.0596 2.8309
H 2.5259 4.6879 1.4774
H 4.2690 3.8782 -0.0757
H 4.7801 1.4652 -0.2322
H 3.5325 -0.1566 1.1704
*
```

For the molar mass, the calculation gives 857.9 u. The gap between HOMO and LUMO is 6.87 eV.

---

Entry 7:
Molecular formula: CH5O5PS
Method: DFT, ωB97M-V with the def2-TZVPD basis set

Geometry as ORCA input:
```
! wB97M-V def2-TZVPD RIJCOSX def2/J DEFGRID3
* xyz 0 1
C 1.8442 -1.1422 -0.1361
S 1.0673 0.5773 -0.0613
O 0.7965 1.0265 1.3068
O 1.8758 1.4213 -0.9188
O -0.3579 0.1635 -0.6220
P -1.6912 -0.2736 0.3740
O -2.7974 -0.4390 -0.7034
O -1.9599 1.1720 0.9507
H 1.0159 -1.7967 -0.1611
H 2.3380 -1.2128 -1.1789
H 2.4213 -1.1281 0.8067
H -3.1550 0.2073 -1.3040
H -1.3977 1.4246 1.6474
*
```

Its structure (SMILES) is CS(=O)(=O)OP(O)O. For the molar mass, the calculation gives 160.1 u. The gap between HOMO and LUMO is 10.73 eV.

---

Entry 8:
Molecular formula: C2H3CuMgO2
Method: DFT, ωB97M-V with the def2-TZVPD basis set

Geometry as ORCA input:
```
! wB97M-V def2-TZVPD RIJCOSX def2/J DEFGRID3
* xyz 0 1
H -0.7566 1.3791 -2.8997
O 1.7704 0.2762 0.0907
C 1.0920 -0.3633 1.0604
C -0.2583 -0.4543 1.0322
O -0.9251 0.0335 -0.0447
Cu -2.2107 -0.0652 -1.8009
Mg 0.4418 1.0727 -1.0701
H 1.6702 -0.8682 1.8451
H -0.8236 -1.0104 1.7870
*
```

For the molar mass, the calculation gives 146.9 u. The gap between HOMO and LUMO is 5.36 eV.

---

Entry 9:
Molecular formula: C20H40ClN2O13P2S
Method: DFT, ωB97M-V with the def2-TZVPD basis set

Geometry as ORCA input:
```
! wB97M-V def2-TZVPD RIJCOSX def2/J DEFGRID3
* xyz -1 1
N 5.5002 1.6268 -0.7433
C 4.4633 1.9487 -1.1511
O 3.2907 2.3447 -1.4954
C 3.3429 3.5596 -2.3286
O 2.3204 3.5611 -3.2850
C 1.2655 2.6662 -3.0454
C 0.3645 3.0316 -1.8618
C -0.5723 1.8194 -1.5859
C -2.0425 2.1008 -1.6875
N -2.9057 1.6198 -0.8870
O -0.3346 4.2060 -2.2500
C -0.8064 4.9688 -1.1931
S -1.7793 6.3052 -1.9805
Cl 0.4788 5.6667 -0.1901
C 3.4156 4.8481 -1.4568
O 3.2973 5.9046 -2.0745
O 3.5629 4.6685 -0.2414
H 4.2909 3.5199 -2.8737
H 1.5805 1.6221 -2.9910
H 0.6142 2.7341 -3.9241
H 1.0049 3.1659 -0.9878
H -0.3524 1.0387 -2.3246
H -0.3087 1.3805 -0.6231
H -2.4284 2.7672 -2.4562
H -2.4031 1.0406 -0.2101
H -1.4927 4.4010 -0.5648
H -1.3876 7.3158 -1.2028
O 3.7310 -0.6145 3.1201
P 4.6599 -0.2148 4.1892
O 3.7999 0.2144 5.4903
C 2.9891 -0.7602 6.1375
C 3.8032 -1.8361 6.8374
O 5.2534 1.2049 3.7570
C 4.9442 1.7979 2.4754
C 3.6906 2.6415 2.5203
O 6.0293 -0.6441 4.9403
C 6.7410 -1.8131 4.4966
C 7.0512 -1.7812 3.0120
H 2.3040 -1.2094 5.4123
H 2.3884 -0.2195 6.8685
H 4.2704 -2.5058 6.1106
H 3.1648 -2.4447 7.4794
H 4.5966 -1.3921 7.4378
H 4.8755 1.0276 1.7124
H 5.7968 2.4206 2.2106
H 2.8822 2.1400 3.0566
H 3.3532 2.8822 1.5113
H 3.8805 3.5804 3.0424
H 6.1652 -2.7105 4.7451
H 7.6639 -1.8514 5.0737
H 6.1376 -1.7452 2.4127
H 7.6083 -2.6729 2.7226
H 7.6391 -0.8987 2.7606
O -6.8973 -3.6324 -3.3284
P -5.6913 -3.1564 -2.6308
O -5.0809 -1.8934 -3.4053
C -5.8507 -0.6869 -3.4845
C -6.0076 -0.0002 -2.1409
O -4.5537 -4.2600 -2.9634
C -4.8614 -5.4359 -3.7064
C -4.7137 -5.2162 -5.1999
O -5.0906 -2.8761 -1.1654
C -5.9030 -3.0926 0.0052
C -6.4995 -4.4857 0.0561
H -6.8293 -0.9062 -3.9211
H -5.3205 -0.0342 -4.1760
H -6.6930 -0.5636 -1.4990
H -6.4227 0.9998 -2.2641
H -5.0527 0.0771 -1.6234
H -5.8610 -5.7941 -3.4599
H -4.1604 -6.2043 -3.3756
H -5.1683 -4.2772 -5.5132
H -5.1749 -6.0330 -5.7572
H -3.6587 -5.1668 -5.4744
H -6.6932 -2.3381 0.0454
H -5.2557 -2.9278 0.8643
H -7.1565 -4.6701 -0.7984
H -7.0870 -4.6123 0.9655
H -5.7140 -5.2414 0.0338
*
```

For the molar mass, the calculation gives 646.0 u. The gap between HOMO and LUMO is 7.27 eV.

---

Entry 10:
Molecular formula: C23H27NO3
Method: DFT, ωB97M-V with the def2-TZVPD basis set

Geometry as ORCA input:
```
! wB97M-V def2-TZVPD RIJCOSX def2/J DEFGRID3
* xyz 0 1
C 2.4031 -2.7663 -5.2055
O 3.0918 -1.9777 -4.2111
C 2.3572 -1.4946 -3.1772
C 0.9511 -1.6486 -3.0823
C 0.3043 -1.2704 -1.9218
C 1.0082 -0.7224 -0.8203
C 0.3172 -0.4502 0.4253
C -0.6124 -1.3189 0.9371
C -1.4773 -0.9709 2.1007
O -1.6310 0.1361 2.6154
C -2.1524 -2.2323 2.5085
C -3.0143 -2.4687 3.5752
C -3.5091 -3.7631 3.7634
C -3.1376 -4.8101 2.8878
C -2.2593 -4.5647 1.8274
C -1.7806 -3.2716 1.6470
C -0.8099 -2.7794 0.6299
O -0.2961 -3.4870 -0.2326
C 2.4028 -0.5171 -0.9649
C 3.0623 -0.8557 -2.1261
H 3.1931 -3.0768 -5.8887
H 1.9188 -3.6458 -4.7550
H 1.6523 -2.1648 -5.7382
H 0.3881 -2.1126 -3.8969
H -0.7760 -1.4005 -1.8634
H 0.7136 0.2955 1.1058
H -3.2747 -1.6408 4.2325
H -4.1864 -3.9695 4.5934
H -3.5388 -5.8125 3.0473
H -1.9422 -5.3527 1.1448
H 2.9582 -0.0992 -0.1242
H 4.1329 -0.6932 -2.2421
C -0.9004 4.2772 1.7097
C -0.4551 2.8302 1.7015
N 0.1761 2.2698 0.4893
C -0.6670 2.2222 -0.7064
C -0.8710 3.4868 -1.5348
C 1.5876 2.5763 0.2639
C 2.2548 3.6512 1.1076
H -1.4426 4.4532 2.6448
H -0.0517 4.9687 1.6939
H -1.5825 4.5133 0.8903
H 0.2611 2.6615 2.5193
H -1.3156 2.1743 1.8966
H -0.2117 1.4585 -1.3524
H -1.6392 1.8268 -0.3719
H -1.3330 3.1867 -2.4822
H -1.5513 4.1964 -1.0551
H 0.0741 3.9861 -1.7767
H 2.1167 1.6323 0.4509
H 1.7238 2.7880 -0.8080
H 3.3373 3.5409 0.9764
H 1.9857 4.6597 0.7745
H 2.0467 3.5462 2.1777
*
```

Its structure (SMILES) is COc1ccc(C=C2C(=O)c3ccccc3C2=O)cc1.CCN(CC)CC. For the molar mass, the calculation gives 365.5 u. The gap between HOMO and LUMO is 7.01 eV.

---

Entry 11:
Molecular formula: C5H12O
Method: DFT, ωB97M-V with the def2-TZVPD basis set

Geometry as ORCA input:
```
! wB97M-V def2-TZVPD RIJCOSX def2/J DEFGRID3
* xyz 0 1
C 2.0691 -0.2603 -0.3591
O 1.1177 0.1682 0.5827
C -0.2618 0.0936 0.2133
C -0.5778 1.1936 -0.8026
C -0.6503 -1.2846 -0.3275
C -0.9936 0.3636 1.5223
H 2.9775 0.3253 -0.1908
H 1.7530 -0.0961 -1.3975
H 2.3144 -1.3257 -0.2370
H -0.0659 1.0268 -1.7570
H -1.6521 1.2427 -1.0102
H -0.2545 2.1601 -0.4030
H -0.1777 -1.5011 -1.2921
H -0.3649 -2.0674 0.3826
H -1.7353 -1.3335 -0.4732
H -0.7612 -0.4230 2.2466
H -0.6597 1.3204 1.9355
H -2.0769 0.3974 1.3669
*
```

Its structure (SMILES) is COC(C)(C)C. For the molar mass, the calculation gives 88.1 u. The gap between HOMO and LUMO is 10.59 eV.

---

Entry 12:
Molecular formula: CH5NO2P
Method: DFT, ωB97M-V with the def2-TZVPD basis set

Geometry as ORCA input:
```
! wB97M-V def2-TZVPD RIJCOSX def2/J DEFGRID3
* xyz -1 1
C 1.0867 -1.0604 0.4760
N -1.7573 0.6891 -0.8954
O 0.3618 1.3966 1.2728
O -0.6544 0.6507 -1.7377
P 1.1529 0.8653 0.1293
H 2.0985 -1.5348 0.5905
H 0.5572 -1.3415 -0.4936
H 0.4161 -1.1261 1.3535
H -1.5281 -0.0560 -0.2295
H -1.7333 1.5171 -0.4658
*
```

For the molar mass, the calculation gives 94.0 u. The gap between HOMO and LUMO (spin up / spin down) is 6.90 / 6.90 eV.

---

The lowest molar mass belongs to which entry?
C5H12O

---

The highest molar mass belongs to which entry?
C37H37N4O7S5Ti

---

Please write out number 8 again, unchanged.
Molecular formula: C2H3CuMgO2
Method: DFT, ωB97M-V with the def2-TZVPD basis set

Geometry as ORCA input:
```
! wB97M-V def2-TZVPD RIJCOSX def2/J DEFGRID3
* xyz 0 1
H -0.7566 1.3791 -2.8997
O 1.7704 0.2762 0.0907
C 1.0920 -0.3633 1.0604
C -0.2583 -0.4543 1.0322
O -0.9251 0.0335 -0.0447
Cu -2.2107 -0.0652 -1.8009
Mg 0.4418 1.0727 -1.0701
H 1.6702 -0.8682 1.8451
H -0.8236 -1.0104 1.7870
*
```

For the molar mass, the calculation gives 146.9 u. The gap between HOMO and LUMO is 5.36 eV.